(1)
Formula: C6H9N
Source: OMol25
Level of theory: ωB97M-V/def2-TZVPD

```
16
Properties=species:S:1:pos:R:3:forces:R:3
C -1.8899 0.2206 -0.4818 -0.3903 0.5894 0.9864
C 0.2894 0.8332 0.4833 1.0347 0.5985 -1.4679
C 0.1659 -0.5390 1.1678 2.8144 0.8148 -0.4049
C 0.2790 -0.9757 -0.3246 0.6540 1.0345 0.5591
C 1.6916 -0.3932 -0.7357 -0.9582 -1.4204 0.6860
C 1.6911 0.8106 -0.2110 -0.9294 -0.2140 0.7113
H -2.1582 -0.1227 0.5186 -0.4580 -0.1254 0.2087
H -2.3264 1.2307 -0.5874 0.1136 -0.5228 -0.2875
H -2.2779 -0.4832 -1.1833 -0.6245 -0.2422 -0.6636
H 0.0412 1.8254 0.7924 -0.6674 0.3680 0.8215
H -0.7459 -0.6824 1.6505 -1.4449 -0.4916 0.6560
H 1.0163 -0.7628 1.7976 0.0233 -0.3889 0.3788
H -0.1055 -1.9452 -0.6125 0.1574 -0.0689 -0.4938
H 2.4307 -0.9180 -1.2741 0.6165 -0.3820 -0.6758
H 2.3797 1.6249 -0.3361 0.1631 0.0876 0.2233
N -0.4810 0.2767 -0.6639 -0.1044 0.3631 -1.2376
```
Positions in Å, forces in eV/Å.

Calculated values
Gap between HOMO and LUMO   0.34799 Ha
Charge   0
Calculated total energy   -7854.7130 eV
Highest occupied orbital energy   -8.27 eV
LUMO   0.0440 Eh



(2)
Formula: C6H9N
Source: OMol25
Level of theory: ωB97M-V/def2-TZVPD

```
16
Properties=species:S:1:pos:R:3:forces:R:3
C 2.1153 0.4588 -0.2197 -0.1190 0.2026 -0.1749
C 0.7999 0.5570 -0.1644 0.4407 0.0328 -0.0569
C -0.2428 0.5089 0.9281 0.2072 0.0503 0.1445
C -1.1181 1.1504 -0.1717 -0.2760 0.1117 0.0466
N -0.2922 0.3555 -1.1493 0.1105 0.0825 -0.1905
C -0.7502 -1.0169 -0.7579 0.0312 -0.1959 -0.0589
C -0.3563 -1.0387 0.7402 -0.0813 -0.1232 0.1232
H 2.6227 0.1439 -1.1233 0.0139 0.3805 -0.0682
H 0.6830 -1.3847 0.7763 -0.4751 -0.4205 0.4359
H 2.7016 0.6182 0.6830 -0.1014 -0.1104 -0.1787
H -0.1470 0.9044 1.9420 0.1734 -0.0572 -0.2233
H -2.1992 0.9840 -0.2350 0.1972 -0.1161 0.0961
H -0.8975 2.2140 -0.3012 -0.0749 -0.1694 0.0915
H -0.2654 -1.7845 -1.3639 0.0564 0.1128 0.1141
H -1.8332 -1.0806 -0.9264 0.2812 0.0012 0.0478
H -0.9477 -1.6280 1.4394 -0.3841 0.2181 -0.1481
```
Positions in Å, forces in eV/Å.

Calculated values
Gap between HOMO and LUMO   0.37416 Ha
Charge   0
Calculated total energy   -7855.1497 eV
Highest occupied orbital energy   -9.06 eV
LUMO   0.0412 Eh



(3)
Formula: C6H9N
Source: OMol25
Level of theory: ωB97M-V/def2-TZVPD

```
16
Properties=species:S:1:pos:R:3:forces:R:3
C -1.9337 0.0852 -0.1554 0.8979 1.7759 2.4979
C -1.1266 1.2153 -0.0708 -2.9252 1.8571 -0.0290
C 0.2215 0.7820 0.2543 1.4180 -0.8764 -1.6680
C 1.7959 0.6567 -0.0981 0.5312 3.1514 2.2712
N 1.5665 -0.7412 0.1763 0.7610 -0.7818 -1.1614
C 0.1940 -0.6143 -0.3509 0.6376 -1.2417 0.8557
C -1.0457 -1.2269 0.2049 0.5939 5.1160 1.1934
H -3.0290 0.1775 0.0112 0.8416 -0.3401 -0.5610
H -1.4623 2.3515 0.0711 0.3364 -2.7663 -0.7482
H 0.1939 0.5680 1.3022 0.2606 0.0621 0.9690
H 2.5650 1.0495 0.6828 -1.4110 -0.0724 -1.2851
H 2.0961 1.0911 -1.0924 -0.4497 -1.1018 0.4855
H 2.2518 -1.2369 -0.3493 0.1814 -1.3426 -0.4592
H 0.0360 -0.8049 -1.4195 0.9081 1.1424 -0.3212
H -1.3848 -1.9221 -0.3843 -1.8517 -4.6056 -2.5598
H -0.8644 -1.4734 1.2404 -0.7301 0.0237 0.5199
```
Positions in Å, forces in eV/Å.

Calculated values
Gap between HOMO and LUMO   0.37576 Ha
Charge   0
Structure (SMILES)   C1=C[C@@H]2CN[C@H]2C1
Calculated total energy   -7853.4477 eV
Highest occupied orbital energy   -9.00 eV
LUMO   0.0449 Eh



(4)
Formula: C6H9N
Source: OMol25
Level of theory: ωB97M-V/def2-TZVPD

```
16
Properties=species:S:1:pos:R:3:forces:R:3
C 1.7166 0.2220 1.1611 0.2512 0.0655 -0.0323
C 1.4784 0.1899 -0.2238 0.0043 -0.1100 0.2258
C 1.1872 -1.0998 -0.7906 -0.0318 -0.0729 0.0265
C -0.1739 -1.1710 -0.7735 0.0277 0.0065 0.1178
C -0.6665 0.0777 -0.2376 -0.1893 -0.0319 -0.2478
C -2.1025 0.5111 -0.3169 -0.0264 -0.0015 0.0399
N 0.3778 1.0102 -0.5247 -0.0709 0.0661 0.2115
H 0.1218 -0.1089 1.1722 -0.0564 -0.0032 -0.1285
H 2.3509 -0.5341 1.6205 -0.0818 0.0896 -0.0854
H 1.7060 1.1757 1.6916 -0.0425 -0.1385 -0.1035
H 1.8920 -1.9166 -0.8876 -0.1152 0.1318 0.0111
H -0.7958 -2.0400 -0.9602 0.1084 0.1414 0.0314
H -2.3907 0.7667 -1.3435 0.0712 -0.0484 0.1395
H -2.7507 -0.3001 0.0283 0.0870 0.1044 -0.0476
H -2.2883 1.3834 0.3183 0.0324 -0.1167 -0.0895
H 0.3379 1.8338 0.0663 0.0321 -0.0823 -0.0690
```
Positions in Å, forces in eV/Å.

Calculated values
Gap between HOMO and LUMO   0.34383 Ha
Charge   0
Calculated total energy   -7854.1263 eV
Highest occupied orbital energy   -8.38 eV
LUMO   0.0360 Eh



(5)
Formula: C6H9N
Source: OMol25
Level of theory: ωB97M-V/def2-TZVPD

```
16
Properties=species:S:1:pos:R:3:forces:R:3
C -1.1319 -2.0653 -1.3041 -0.0603 -0.0309 -0.0822
C -1.2806 -0.7957 -1.5996 0.0435 0.1578 0.0506
C -1.2207 0.4758 -1.6027 0.0803 -0.1600 0.0862
C -0.9051 1.7087 -1.2898 -0.0354 -0.0755 -0.0531
H -0.2567 -2.6081 -1.6478 -0.1597 -0.0405 -0.0844
H -1.8238 -2.5784 -0.6424 -0.0368 -0.0055 -0.2252
H -1.5266 2.2965 -0.6203 -0.0224 0.0232 -0.2271
H 0.0546 2.1143 -1.5923 -0.1846 0.0986 -0.1066
C 0.2607 0.0599 1.1243 -0.1934 -0.2869 0.1076
C 1.6866 -0.2011 1.3789 0.2535 -0.1977 0.1820
N 1.2512 1.1057 0.8804 0.0241 0.2851 0.0939
H -0.1722 -0.4011 0.2510 0.0625 0.2697 0.2893
H -0.4199 0.1936 1.9627 0.1721 -0.1177 -0.0330
H 2.2528 -0.7681 0.6429 -0.0967 -0.0062 0.2375
H 2.0069 -0.3082 2.4110 0.1114 0.1187 -0.1334
H 1.2247 1.7716 1.6477 0.0419 -0.0323 -0.1020
```
Positions in Å, forces in eV/Å.

Calculated values
Gap between HOMO and LUMO   0.34588 Ha
Charge   0
Structure (SMILES)   C=C=C=C.C1CN1
Calculated total energy   -7853.3415 eV
Highest occupied orbital energy   -8.99 eV
LUMO   0.0154 Eh



(6)
Formula: C6H9N
Source: OMol25
Level of theory: ωB97M-V/def2-TZVPD

```
16
Properties=species:S:1:pos:R:3:forces:R:3
C 0.9576 -0.1179 1.2161 0.3421 -0.0357 0.2600
C -0.6289 -0.8616 0.6420 0.1104 0.1189 -0.3200
C -0.3570 0.3572 -0.0595 -0.1485 0.1123 -0.0379
C -0.7673 1.7204 0.4225 -0.0308 0.0073 -0.0067
C 0.0267 0.0806 -1.4291 -0.1154 -0.1229 -0.0422
C 0.0028 -1.2742 -1.5467 -0.0200 0.0878 0.0303
N -0.3448 -1.8219 -0.3400 0.0816 -0.0803 -0.0141
H 0.6794 0.2327 2.2064 0.1067 -0.0998 -0.1422
H 1.6503 0.5988 0.7464 -0.3286 -0.1761 0.0086
H 1.4590 -1.0807 1.2527 -0.0177 0.1275 0.1004
H 0.0203 2.4682 0.2667 -0.1079 -0.1303 0.0120
H -1.0457 1.7029 1.4806 0.0524 -0.0405 -0.1971
H -1.6449 2.0303 -0.1532 0.0970 0.0305 0.0974
H 0.2428 0.8005 -2.2081 0.0067 -0.1329 0.1162
H 0.1877 -1.8908 -2.4207 -0.0070 0.0937 0.1716
H -0.4209 -2.8134 -0.1731 -0.0211 0.2403 -0.0361
```
Positions in Å, forces in eV/Å.

Calculated values
Gap between HOMO and LUMO   0.33484 Ha
Charge   0
Calculated total energy   -7854.7158 eV
Highest occupied orbital energy   -8.04 eV
LUMO   0.0393 Eh



(7)
Formula: C6H9N
Source: OMol25
Level of theory: ωB97M-V/def2-TZVPD

```
16
Properties=species:S:1:pos:R:3:forces:R:3
C -2.5572 -0.3017 0.0892 -0.0882 -0.0706 -0.1037
C -1.0719 -0.1076 -0.0461 -0.0360 0.5577 0.0108
C -0.5466 1.1723 0.0368 -0.6050 0.4207 -0.0021
C 0.8254 1.2209 0.2299 -0.3751 -0.5622 0.2301
C 1.4124 0.0013 0.4429 -2.0786 -1.3101 -0.8570
C 2.6283 -0.5055 -0.1761 0.4564 0.2403 -0.0025
N -0.1676 -1.0709 -0.1147 0.5193 1.0206 0.5794
H -2.8121 -0.5017 1.1383 0.0942 -0.0221 -0.1908
H -3.0548 0.6308 -0.1923 -0.0161 -0.2033 0.0113
H -2.9625 -1.1132 -0.5210 0.1226 0.0336 0.0262
H -1.1556 2.0497 0.0046 -0.2701 0.3219 0.0195
H 1.3121 2.2052 0.2282 0.2752 -0.7662 0.1857
H 2.3602 -0.7964 -1.1996 0.7078 0.2484 0.0597
H 3.2335 0.4174 -0.1007 0.3154 -0.4536 -0.6539
H 3.1893 -1.2975 0.3236 -0.3657 -0.0514 0.0979
H -0.6329 -2.0030 -0.1429 1.3438 0.5964 0.5892
```
Positions in Å, forces in eV/Å.

Calculated values
Gap between HOMO and LUMO   0.30549 Ha
Charge   0
Calculated total energy   -7854.9743 eV
Highest occupied orbital energy   -7.40 eV
LUMO   0.0335 Eh



(8)
Formula: C6H9N
Source: OMol25
Level of theory: ωB97M-V/def2-TZVPD

```
16
Properties=species:S:1:pos:R:3:forces:R:3
C 2.0401 0.0888 2.0401 -0.1463 -0.5250 0.9236
C 0.6979 -0.1096 -0.2022 -0.7898 -0.8318 -3.8547
C 2.6368 -1.5127 1.0468 -1.2866 -0.2486 -1.6911
C -0.7307 0.9064 -1.3249 3.1290 1.8886 4.7650
C 1.5812 -0.4069 0.7615 -1.8892 0.6417 -0.8537
C -2.0805 0.9545 -0.6859 -2.1627 -0.6078 0.0933
N 2.9397 -0.8170 2.2165 1.7453 2.7124 2.8882
H 1.6596 0.7878 2.7761 0.3034 0.2865 -0.1099
H -0.7089 0.2706 -2.1098 0.2981 -1.9588 -2.3858
H 0.8792 -0.7736 -1.1031 -0.2448 0.2856 1.2483
H 2.3300 -2.4144 1.5188 -1.0991 -1.4628 -0.7803
H 3.3584 -1.7062 0.2898 0.9870 0.0018 -0.4100
H -0.1088 1.8225 -1.5132 -1.1114 -0.7233 0.2732
H -2.1747 1.2560 0.3957 0.4223 0.1309 -1.3321
H -2.4896 -0.0993 -0.7090 0.4152 0.9882 0.1084
H -2.8534 1.5270 -1.3406 1.4296 -0.5775 1.1175
```
Positions in Å, forces in eV/Å.

Calculated values
Gap between HOMO and LUMO   0.36605 Ha
Charge   0
Calculated total energy   -7852.1871 eV
Highest occupied orbital energy   -9.21 eV
LUMO   0.0277 Eh



(9)
Formula: C6H9N
Source: OMol25
Level of theory: ωB97M-V/def2-TZVPD

```
16
Properties=species:S:1:pos:R:3:forces:R:3
C 1.7022 0.8111 -0.0418 0.0802 0.2377 0.0631
C 1.0711 -0.4076 0.5126 0.0904 -0.1800 0.1686
C -0.4035 -0.4036 0.9280 0.0064 -0.0268 0.2146
C -0.9783 -1.1841 -0.2964 -0.0815 -0.1930 -0.0747
C -0.4994 0.0973 -1.0269 -0.1555 0.0594 -0.2339
C -0.9750 0.8511 0.2352 0.0380 0.1934 0.0592
N 0.9776 -0.1013 -0.9292 -0.0201 -0.0258 -0.1247
H 2.7776 0.7990 -0.2096 -0.1944 -0.0388 0.0317
H 1.3114 1.7976 0.1858 -0.0007 -0.1566 -0.0495
H 1.6850 -1.2594 0.8003 -0.1041 0.1284 -0.0380
H -0.6435 -0.6610 1.9604 0.0416 0.0223 -0.1319
H -0.4881 -2.1191 -0.5829 -0.0194 0.1362 0.0443
H -2.0646 -1.3050 -0.2713 0.1406 0.0760 0.0079
H -0.8204 0.3644 -2.0343 0.0474 -0.0321 0.1392
H -0.5864 1.8421 0.4765 -0.0155 -0.1416 -0.0322
H -2.0653 0.8775 0.2934 0.1467 -0.0586 -0.0435
```
Positions in Å, forces in eV/Å.

Calculated values
Gap between HOMO and LUMO   0.37467 Ha
Charge   0
Calculated total energy   -7855.4896 eV
Highest occupied orbital energy   -9.04 eV
LUMO   0.0425 Eh



(10)
Formula: C6H9N
Source: OMol25
Level of theory: ωB97M-V/def2-TZVPD

```
16
Properties=species:S:1:pos:R:3:forces:R:3
N -0.8358 -0.8996 -0.8102 0.8112 0.8334 0.8560
C 0.5612 -0.6848 -1.2245 -0.6168 -1.6282 -1.1151
C 1.3491 -1.2125 -2.0272 -0.1607 0.8769 0.7943
H -1.4990 -0.3991 -1.4072 0.0231 -0.1810 0.0529
H -1.1145 -1.8788 -0.7115 0.0550 0.0966 -0.2352
H 2.3628 -1.2204 -2.3699 -0.0496 -0.1466 -0.1358
C 0.6415 0.6872 0.2342 -0.2620 0.3542 1.1103
C -0.7962 -0.0716 0.6001 0.5861 0.0935 -0.4603
C 1.6908 0.6492 1.0945 -0.4789 -0.0891 -0.5003
C -1.9520 0.6951 0.8009 0.0114 -0.1086 -0.2171
H 0.4757 1.6217 -0.3019 0.0312 -0.0384 -0.0818
H -0.5659 -0.7909 1.3819 0.0130 -0.0551 -0.0608
H 1.8765 -0.2195 1.7181 -0.0718 0.0361 0.0500
H -2.2591 1.4063 0.0402 0.0938 0.1095 0.0725
H 2.3920 1.4705 1.1795 0.0102 -0.0584 -0.0680
H -2.3272 0.8473 1.8031 0.0049 -0.0948 -0.0617
```
Positions in Å, forces in eV/Å.

Calculated values
Gap between HOMO and LUMO (alpha / beta)   0.22192 / 0.22169 Ha
Charge   0
Calculated total energy   -7850.0758 eV
Highest occupied orbital energy (alpha / beta)   -6.52 / -6.51 eV
LUMO (alpha / beta)   -0.0176 / -0.0177 Eh